Record 1
13
Properties=species:S:1:pos:R:3:forces:R:3 method="wB97M-V/def2-TZVPD" fmax_ha_per_bohr=0.073 e_tot_ha=-303.5288 e_homo_ev=-9.68 multiplicity=1 orbital_gap_ev=10.0 de_lowest_kcal_mol=67.3
H 2.7878 0.4547 0.0790 0.3 -0.1 -0.1
N 2.5311 -0.4998 -0.1925 -0.3 0.3 0.2
C 1.2789 -0.6057 0.0569 3.4 -1.3 -1.1
C 0.7214 -1.9049 -0.2032 -1.2 -0.2 0.2
C 0.1500 -2.9473 -0.3728 0.0 0.2 0.1
N 0.5714 0.4331 0.5683 -3.3 0.9 -0.5
C -0.4580 0.7706 -0.1368 0.7 0.2 1.0
C -1.4444 1.7712 0.3728 0.2 -0.2 0.0
H -0.3972 -3.8526 -0.4940 0.2 0.0 -0.1
H -0.6561 0.3529 -1.1425 0.1 -0.1 0.5
H -1.3461 1.8920 1.4542 0.1 0.1 -0.2
H -2.4498 1.4081 0.1400 0.1 0.2 0.0
H -1.2889 2.7276 -0.1295 -0.1 0.1 0.0

---

Record 2
18
Properties=species:S:1:pos:R:3:forces:R:3 method="wB97M-V/def2-TZVPD" fmax_ha_per_bohr=0.027 e_tot_ha=-327.0569 e_homo_ev=-9.09 smiles="C=CC[C@H](N)CO" multiplicity=1 orbital_gap_ev=10.1 de_lowest_kcal_mol=46.7
C -1.4647 1.9898 1.5817 -0.4 0.4 -1.2
C -0.5516 1.5595 0.7156 0.2 -0.1 0.3
C 0.1623 0.2485 0.6539 -0.3 -0.2 0.0
C 0.2589 -0.3085 -0.7921 0.0 0.9 1.1
N -0.9708 -0.9624 -1.1199 -0.1 -0.7 0.3
C 1.5029 -1.1569 -0.8803 0.9 -0.3 0.2
O 1.7341 -2.0728 0.1980 -0.7 0.1 -0.1
H -1.7578 3.0201 1.4328 -0.2 0.1 0.3
H -2.1137 1.4063 2.2114 0.5 -0.4 0.5
H -0.2062 2.2817 -0.0183 0.2 0.2 0.1
H -0.3110 -0.4711 1.3165 -0.1 -0.2 0.1
H 1.1791 0.3829 1.0271 0.1 0.1 0.0
H 0.4759 0.6280 -1.3326 -0.1 -0.4 -0.7
H -1.0042 -1.5970 -1.8973 0.1 0.3 -0.3
H -1.8153 -0.4373 -0.9662 0.1 0.0 -0.1
H 1.6932 -1.6719 -1.8226 -0.6 -0.1 -0.3
H 2.3174 -0.4497 -0.8066 0.4 0.3 0.0
H 0.8714 -2.3892 0.4990 0.2 -0.1 -0.1

---

Record 3
13
Properties=species:S:1:pos:R:3:forces:R:3 method="wB97M-V/def2-TZVPD" fmax_ha_per_bohr=0.065 total_charge=-1 e_tot_ha=-249.0167 e_homo_ev=-2.38 multiplicity=1 orbital_gap_ev=6.9 de_lowest_kcal_mol=43.8
C -1.9524 1.1147 0.3012 -0.3 -1.2 1.5
O -1.2955 -0.0638 0.1413 -0.5 -0.5 -0.4
H -1.3130 1.9971 0.0472 -0.7 0.2 -0.4
H -2.9884 1.0545 -0.1270 0.5 0.8 -0.6
H -2.2402 1.2511 1.3866 0.2 0.4 -0.1
C 1.3904 0.2527 0.2064 -2.2 0.1 2.6
C 1.2146 -1.8303 -0.7952 0.5 -0.6 -0.2
N 1.9426 -0.9999 -0.1828 0.9 -0.6 -0.7
H 1.8945 0.6230 1.1247 0.1 -0.2 -0.5
H 0.2308 0.0099 0.4671 1.3 1.0 -0.4
H 1.2972 1.1083 -0.4512 0.4 -0.3 -0.9
H 1.6331 -2.8220 -1.0253 0.1 0.2 0.1
H 0.1863 -1.6953 -1.0929 -0.5 0.5 0.0

---

Record 4
13
Properties=species:S:1:pos:R:3:forces:R:3 method="wB97M-V/def2-TZVPD" fmax_ha_per_bohr=0.032 e_tot_ha=-323.7093 e_homo_ev=-9.18 smiles="C/N=C(/O)OC" multiplicity=1 orbital_gap_ev=10.1 de_lowest_kcal_mol=45.0
C -0.4242 1.7743 -1.3848 -0.4 0.1 -0.2
N 0.4784 1.1147 -0.5064 -0.3 -0.1 0.0
C 0.2652 0.0378 0.1300 -0.1 0.6 -0.5
O 1.3256 -0.2844 0.8858 0.1 0.2 -0.1
O -0.8142 -0.7400 0.1256 0.2 0.2 -0.1
C -0.8018 -1.9209 0.9337 0.0 -0.2 0.2
H 0.0359 1.8431 -2.3768 -0.2 0.0 0.1
H -0.5782 2.7964 -1.0202 -0.1 -0.1 -0.2
H -1.3861 1.2631 -1.4603 -0.1 0.1 -0.1
H 1.7661 0.5554 0.5323 0.7 -1.0 1.1
H 0.0202 -2.5804 0.6445 -0.1 0.1 0.0
H -1.7590 -2.4146 0.7524 0.2 0.1 0.0
H -0.7105 -1.6653 1.9924 0.0 0.0 -0.1

---

Record 5
105
Properties=species:S:1:pos:R:3:forces:R:3 method="wB97M-V/def2-TZVPD" fmax_ha_per_bohr=0.058 total_charge=+1 e_tot_ha=-6812.8029 e_homo_ev=-10.21 multiplicity=1 orbital_gap_ev=7.0 de_lowest_kcal_mol=12.3
Ti -0.0120 0.5841 -0.5340 0.3 -0.8 -0.3
C -3.3086 1.7966 -4.0088 -0.5 -1.2 0.7
C -2.2261 0.8138 -4.3433 1.1 2.2 -0.9
N -1.4165 0.9743 -5.3374 -0.5 -1.2 1.5
O -1.7450 2.0392 -6.1126 -0.6 0.6 -0.1
C -1.8615 -0.1904 -3.3575 -1.0 -0.7 -1.2
C -2.5608 -1.4762 -3.5518 0.0 -1.9 0.4
N -1.0462 0.0700 -2.4364 0.2 1.6 -0.4
O -0.7797 -0.8800 -1.5766 0.8 -1.2 1.6
H -3.5944 2.3264 -4.8646 -0.6 0.7 -1.3
H -2.9183 2.5290 -3.3297 0.4 0.3 0.5
H -4.2207 1.3762 -3.5394 0.6 -0.1 -0.2
H -1.1651 1.9495 -6.8600 0.4 0.0 -0.6
H -3.5360 -1.3982 -4.0540 0.4 0.4 0.1
H -2.7217 -1.9734 -2.5865 0.0 0.1 -0.1
H -1.9518 -2.1937 -4.1570 -0.3 0.6 0.3
S -4.7372 3.9346 -1.9152 -1.0 0.8 -0.6
C -5.9884 5.1349 -1.6845 1.2 0.1 -0.8
C -6.5380 5.0060 -0.4651 -0.6 0.2 0.3
C -6.0406 3.8944 0.2666 -0.9 0.1 0.0
C -5.1265 3.1770 -0.4376 0.6 -0.6 0.5
C -4.3620 1.9646 -0.0356 -0.1 1.7 -0.3
C -2.9850 1.9938 -0.2073 2.1 0.1 -0.5
N -2.1554 1.0155 0.1643 -1.4 0.5 -0.2
C -2.7192 0.0011 0.8535 0.2 -1.1 0.7
C -4.0812 -0.1122 1.1642 0.3 1.2 -1.3
C -4.5438 -1.1884 1.9644 -0.1 -0.5 0.6
C -3.6746 -2.0286 2.5788 0.0 0.1 -0.5
C -2.2765 -1.9754 2.2612 -0.2 0.1 0.2
C -1.3500 -2.8631 2.8094 2.0 -1.0 0.0
C -0.0233 -2.9035 2.3337 -1.4 1.4 -0.7
C 0.3052 -1.8929 1.3785 -0.3 -0.5 0.0
N -0.5641 -0.9852 0.9252 1.6 -0.4 0.6
C -1.8193 -1.0135 1.3546 -0.9 -0.1 -0.1
C 1.0673 -3.7633 2.7900 0.4 -0.7 0.3
C 2.2236 -3.2666 3.3102 -0.1 1.7 0.5
C 3.1368 -4.2257 3.7559 0.0 -1.4 -0.4
C 2.6928 -5.4973 3.4770 1.3 0.3 0.4
S 1.1859 -5.5029 2.7740 -1.6 0.3 -0.7
C -4.9031 0.9052 0.5972 -0.9 -1.6 1.3
H -6.1875 5.9024 -2.4387 0.2 -0.4 0.4
H -7.3219 5.6785 -0.1231 0.2 -0.2 0.1
H -6.4694 3.6784 1.2322 0.3 -0.4 0.2
H -2.4728 2.8614 -0.6588 -0.5 -0.5 0.2
H -5.6062 -1.3101 2.0947 -0.2 0.1 0.2
H -3.9894 -2.8235 3.2374 -0.3 0.0 0.0
H -1.5475 -3.5580 3.6267 -0.6 0.2 -0.3
H 1.3148 -1.9125 0.9574 -0.2 0.3 0.0
H 2.3553 -2.1812 3.4258 0.1 -0.6 -0.1
H 4.0992 -4.0957 4.2045 0.3 0.5 0.1
H 3.2781 -6.4076 3.5930 -0.4 0.2 0.1
H -5.9805 0.8542 0.7525 0.2 0.0 0.0
C 3.3697 0.6717 -3.3699 -1.2 -0.3 -0.6
C 4.4748 0.7077 -2.5275 0.0 0.1 -0.3
C 4.2863 0.7399 -1.1542 -1.5 0.2 -1.1
C 2.9965 0.8805 -0.6830 -1.5 -0.8 0.7
C 1.8289 0.7809 -1.5061 0.7 0.0 -0.2
C 2.0257 0.6483 -2.8850 2.4 0.5 1.1
C 2.6979 0.9388 0.7688 -0.2 0.3 0.3
C 3.6811 0.9141 1.7882 -0.5 -0.2 -0.4
C 3.3122 0.7763 3.0955 0.7 0.2 -1.1
C 1.9818 0.8495 3.4486 -1.7 -0.2 0.5
C 1.5374 0.6508 4.8130 2.0 0.6 -1.4
C 0.2234 0.7047 5.0409 -1.3 -0.8 2.1
C -0.7252 0.9899 4.0372 -0.8 0.0 0.6
C -0.3353 1.2208 2.7574 -0.1 0.0 -0.6
C 1.0189 1.0480 2.3967 1.0 -0.1 1.6
N 1.3919 1.0125 1.0970 0.5 -0.2 -0.7
H 3.4592 0.5761 -4.4613 0.4 0.2 0.5
H 5.4967 0.7410 -2.9019 -0.3 -0.3 -0.2
H 5.0738 0.5502 -0.4978 1.3 0.2 0.9
H 1.2235 0.6367 -3.5805 -0.6 -0.2 -0.5
H 4.7103 0.8861 1.5050 0.4 -0.1 0.0
H 4.0600 0.6003 3.8319 0.5 0.0 0.6
H 2.3102 0.5227 5.6023 -0.8 -0.1 -0.6
H -0.1238 0.4523 6.0679 0.1 0.5 -0.9
H -1.7833 0.9940 4.3693 0.7 0.2 -0.6
H -1.0158 1.5024 1.9543 0.0 -0.1 0.6
C 6.0494 -4.0118 1.0766 0.4 -0.3 -0.7
N 4.8928 -3.8679 0.1887 0.3 -0.2 -0.3
C 4.5304 -4.8083 -0.7446 2.7 -0.3 1.3
C 3.4951 -4.6479 -1.5428 -1.6 -0.4 -0.7
C 2.6910 -3.4963 -1.2644 -0.5 0.0 0.2
N 2.9117 -2.6677 -0.2769 0.9 0.3 0.3
C 4.0509 -2.8065 0.4773 -0.9 0.3 0.1
O 4.3030 -2.0770 1.4254 0.2 0.2 -0.1
N 1.5816 -3.2572 -1.9675 -0.3 -1.1 -1.1
H 6.6580 -4.8526 0.7522 0.0 0.0 -0.2
H 5.6835 -4.2237 2.0482 -0.3 -0.1 1.1
H 6.6959 -3.1263 1.1482 -0.5 -0.1 -0.4
H 5.2250 -5.6636 -0.7780 -0.6 0.4 -0.1
H 3.1398 -5.4500 -2.1977 0.3 0.5 0.1
H 1.2592 -3.9526 -2.6467 0.1 0.8 0.5
H 1.0407 -2.4453 -1.7338 -0.3 0.1 -0.2
Br -1.2266 7.1485 -1.6851 0.1 -0.1 0.1
C -0.6994 5.3634 -1.2983 -0.2 0.4 1.2
C -0.3935 4.9899 0.0138 0.8 -1.5 -0.2
C -0.0761 3.6096 0.2151 -0.3 0.4 -0.4
C -0.0722 2.6391 -0.8129 -0.1 1.4 -0.4
C -0.2875 3.1263 -2.1176 0.0 0.3 1.1
C -0.6474 4.4504 -2.3241 0.0 -0.3 -1.0
H -0.2842 5.6841 0.8557 -0.3 -0.2 -0.6
H 0.1924 3.2679 1.2086 -0.1 0.4 0.1
H -0.1382 2.4742 -2.9576 -0.3 -0.1 -0.3
H -0.8834 4.7636 -3.3363 0.1 0.1 0.1